# 1
{
  "formula": "C6H12N4S",
  "method": "wB97M-V/def2-TZVPD",
  "e_above_lowest_kj_mol": 39.0,
  "multiplicity": 1,
  "smiles": "Sc1nc[nH]n1.C=NCCC",
  "charge": 0,
  "e_tot_ha": -853.008237,
  "orbital_gap_ev": 9.17,
  "species": ["S", "C", "N", "C", "N", "N", "H", "H", "H", "C", "N", "C", "C", "C", "H", "H", "H", "H", "H", "H", "H", "H", "H"],
  "positions_angstrom": [[-6.343548, 0.004706, -0.343581], [-4.679523, 0.285790, 0.070303], [-4.200387, 1.496572, 0.431166], [-2.930449, 1.254696, 0.653487], [-2.648762, -0.039402, 0.441697], [-3.772803, -0.671110, 0.061667], [-6.159584, -1.299116, -0.530730], [-2.211523, 1.981174, 0.969231], [-1.745307, -0.529441, 0.495712], [-0.019200, -2.471679, 0.186660], [-0.063504, -1.254896, 0.480470], [1.131661, -0.485245, 0.667744], [1.154687, 0.669494, -0.337944], [2.351506, 1.583821, -0.113951], [-0.950326, -3.001214, 0.040358], [0.907282, -3.039697, 0.072817], [2.040871, -1.096450, 0.566738], [1.094258, -0.074945, 1.682508], [1.184613, 0.255296, -1.347979], [0.230095, 1.241389, -0.242162], [3.283911, 1.026414, -0.194904], [2.359895, 2.379385, -0.854057], [2.307931, 2.035400, 0.874203]],
  "forces_ev_per_a": [[-0.432, 0.289, -0.036], [0.692, -0.241, 0.113], [-0.411, 0.387, 0.002], [0.130, -0.404, -0.046], [-0.220, 0.563, 0.075], [-0.142, -0.516, -0.152], [0.019, -0.233, -0.045], [0.260, 0.163, 0.080], [-0.009, 0.101, 0.011], [0.113, -0.343, -0.052], [-0.469, 0.058, 0.088], [0.301, 0.322, -0.124], [0.220, -0.089, 0.213], [-0.156, -0.141, -0.089], [-0.167, -0.156, -0.049], [0.125, 0.072, 0.007], [-0.047, 0.027, 0.047], [0.109, -0.024, -0.050], [-0.080, 0.003, -0.010], [-0.057, -0.042, -0.058], [0.088, 0.024, -0.006], [0.084, 0.099, -0.029], [0.050, 0.081, 0.112]],
  "mulliken_charge": [-0.272, 0.373, -0.599, -0.015, 0.459, -0.774, 0.153, 0.417, 0.577, -0.465, -0.356, -0.824, -0.064, -1.265, 0.284, 0.250, 0.406, 0.309, 0.274, 0.117, 0.322, 0.362, 0.330]
}


# 2
{
  "formula": "C6H12N4S",
  "method": "wB97M-V/def2-TZVPD",
  "e_above_lowest_kj_mol": 360.5,
  "multiplicity": 1,
  "smiles": "C/[N+](=C\\[NH3+])C1=[NH+]CN=C[C@@H]1[S-]",
  "charge": 2,
  "e_tot_ha": -852.234191,
  "orbital_gap_ev": [7.95, 6.79],
  "species": ["C", "N", "C", "N", "C", "N", "C", "N", "C", "C", "S", "H", "H", "H", "H", "H", "H", "H", "H", "H", "H", "H", "H"],
  "positions_angstrom": [[1.222482, -0.764403, -0.894719], [0.470416, 0.242421, -0.031145], [1.104000, 1.259955, 0.568784], [2.443924, 1.636744, 0.163344], [-0.815676, -0.049799, 0.192124], [-1.222768, -1.254045, 0.239568], [-2.598181, -1.752228, 0.162436], [-3.549835, -0.744630, -0.131175], [-3.227358, 0.456662, -0.089868], [-1.867398, 1.024061, 0.342768], [-1.690299, 2.658835, -0.422264], [0.611767, -1.369658, -1.533261], [1.716923, -0.339533, -1.691056], [2.087579, -1.280793, -0.392183], [0.627915, 1.741451, 1.387097], [2.475524, 2.004573, -0.828367], [2.959584, 0.783740, 0.342438], [2.545954, 2.385509, 0.809256], [-0.684554, -2.119735, 0.117014], [-3.070375, -2.223588, 1.038626], [-2.558121, -2.445883, -0.637461], [-3.991968, 1.220088, -0.320829], [-1.970875, 1.157975, 1.479080]],
  "forces_ev_per_a": [[1.047, -0.200, 1.842], [1.545, -2.496, -2.276], [-1.028, 0.161, 0.055], [-2.464, -0.407, -1.323], [-0.945, 1.680, -0.022], [-0.409, -3.135, 0.323], [-1.892, 1.312, 0.402], [-0.032, -0.110, -0.741], [-0.851, 0.887, 0.087], [-0.377, 0.302, 1.682], [0.544, -0.630, 0.236], [-0.931, -0.833, 0.696], [1.213, 2.302, -1.639], [-1.469, -0.080, 0.129], [0.079, 0.546, 0.395], [0.414, -0.492, 0.974], [1.524, 0.332, -0.154], [1.701, 1.056, 0.712], [0.959, 1.086, 0.240], [1.255, -0.209, 0.262], [-0.299, -0.950, -0.752], [0.445, -0.350, 0.135], [-0.028, 0.229, -1.262]],
  "mulliken_charge": [-1.402, 0.130, -0.601, -0.112, 0.491, -0.252, -0.525, -0.406, -0.243, -0.194, 0.132, 0.436, 0.474, 0.515, 0.572, 0.377, 0.382, 0.361, 0.333, 0.329, 0.387, 0.450, 0.363]
}


# 3
{
  "formula": "C6H12N5S",
  "method": "wB97M-V/def2-TZVPD",
  "e_above_lowest_kj_mol": 171.2,
  "multiplicity": 1,
  "charge": 1,
  "e_tot_ha": -907.413717,
  "orbital_gap_ev": 8.35,
  "species": ["C", "C", "C", "C", "C", "C", "N", "N", "N", "N", "N", "S", "H", "H", "H", "H", "H", "H", "H", "H", "H", "H", "H", "H"],
  "positions_angstrom": [[-1.376648, 0.756747, 1.097288], [-1.146060, -0.365755, 0.293013], [-3.246418, -0.169794, -0.271427], [-4.557533, -0.297892, -0.935489], [2.389769, -1.616648, 0.584572], [0.123651, -1.087424, 0.121589], [-2.154408, -0.854143, -0.410380], [1.605810, 2.485692, -0.216395], [2.157790, 2.101303, -1.250032], [1.276366, -0.722141, 0.593059], [1.585403, 0.280403, 1.444948], [-3.009288, 1.237435, 0.764776], [-0.969305, 1.308173, 1.912551], [-5.274704, -1.015724, -0.512135], [-5.115720, 0.603106, -0.796807], [-4.412303, -0.605286, -1.885695], [3.233113, -1.188660, 0.142324], [2.791981, -1.835326, 1.519207], [2.396275, -2.540162, 0.006210], [0.073250, -2.065378, -0.391823], [1.413291, 3.480627, -0.029551], [1.157771, 1.153480, 1.341002], [2.556865, 0.502428, 1.325260], [2.391210, 2.730538, -2.125074]],
  "forces_ev_per_a": [[-2.209, -0.440, -1.365], [2.922, 0.845, 1.685], [0.457, 1.221, 0.905], [-0.896, -0.295, 2.927], [1.223, -1.699, -1.753], [-0.532, 0.363, 0.587], [-1.927, -0.640, -1.215], [0.641, 0.124, -0.411], [-0.115, -0.009, -0.986], [-0.793, -1.425, -0.259], [0.658, -0.446, 1.425], [0.520, -0.970, 0.153], [1.074, -0.056, 0.094], [0.713, -0.311, 0.370], [-0.125, 0.864, -0.585], [0.254, -0.526, -3.367], [1.194, 1.639, -1.065], [-0.295, -0.402, 2.146], [-1.386, 0.004, 0.071], [0.212, 0.832, 0.256], [0.082, 0.465, -1.071], [-1.569, 1.155, -0.884], [0.562, -0.206, 0.029], [-0.664, -0.087, 2.312]],
  "mulliken_charge": [-0.497, 0.003, 0.724, -1.155, -1.205, 0.266, -0.533, -0.027, -0.437, 0.627, -0.819, -0.090, 0.460, 0.305, 0.384, 0.345, 0.449, 0.458, 0.344, 0.354, 0.198, 0.254, 0.331, 0.260]
}


# 4
{
  "formula": "C6H12NO",
  "method": "wB97M-V/def2-TZVPD",
  "e_above_lowest_kj_mol": 212.1,
  "multiplicity": 1,
  "charge": 1,
  "e_tot_ha": -365.468585,
  "orbital_gap_ev": [8.99, 8.99],
  "species": ["C", "C", "C", "C", "C", "C", "N", "O", "H", "H", "H", "H", "H", "H", "H", "H", "H", "H", "H", "H"],
  "positions_angstrom": [[1.769078, 1.131584, -0.041169], [0.438866, 1.111127, 0.080913], [2.583652, -0.090902, -0.322536], [-0.502715, -0.061735, 0.046662], [-1.137650, -0.097833, -1.392331], [-1.571108, 0.043978, 1.119079], [0.383053, -1.183731, 0.263512], [3.632113, -0.456565, 0.280681], [2.367618, 2.020032, -0.015071], [0.071345, 2.096706, 0.057547], [2.249575, -0.926405, -0.981289], [-1.803075, -1.024130, -1.430622], [-0.458311, -0.057546, -2.299769], [-1.671218, 0.922545, -1.514947], [-2.170969, 0.985326, 1.090142], [-1.175239, 0.167440, 2.115474], [-2.384628, -0.687627, 1.156211], [0.189539, -1.890214, -0.536731], [0.186601, -1.611033, 1.094992], [3.826593, 0.241046, 0.822492]],
  "forces_ev_per_a": [[1.522, -2.103, -0.684], [0.311, 0.490, -0.742], [-3.434, -2.129, -0.288], [0.534, 0.625, -0.728], [-0.705, 1.166, -0.374], [-1.542, 1.703, 0.537], [0.176, -1.514, -4.762], [-0.246, -1.468, -2.218], [-0.066, 0.655, 0.106], [-1.059, 1.129, 0.415], [0.302, 1.388, -0.034], [0.564, 1.554, -0.177], [-0.206, -0.533, 1.406], [0.119, -2.000, 0.235], [0.577, -0.319, -0.698], [0.617, -0.551, 0.383], [0.650, -0.505, -0.396], [0.557, 1.188, 2.071], [-0.493, -1.595, 2.649], [1.820, 2.820, 3.301]],
  "mulliken_charge": [-0.809, -0.615, 0.239, 1.495, -1.335, -1.686, -0.574, -0.264, 0.464, 0.443, 0.390, 0.395, 0.358, 0.365, 0.381, 0.472, 0.395, 0.308, 0.197, 0.381]
}


# 5
{
  "formula": "C6H12NO",
  "method": "wB97M-V/def2-TZVPD",
  "e_above_lowest_kj_mol": 198.0,
  "multiplicity": 1,
  "smiles": "C=[N+](C)C/C=C\\CO",
  "charge": 1,
  "e_tot_ha": -365.473935,
  "orbital_gap_ev": 9.16,
  "species": ["C", "N", "C", "C", "C", "C", "C", "O", "H", "H", "H", "H", "H", "H", "H", "H", "H", "H", "H", "H"],
  "positions_angstrom": [[-2.297546, 0.338131, 0.980291], [-1.338556, 0.613888, 0.240140], [-0.634954, 1.863543, 0.413343], [-0.838639, -0.437184, -0.715584], [-0.207040, -1.560789, 0.030084], [1.127222, -1.531539, 0.158717], [2.161145, -0.634408, -0.380043], [1.736521, 0.399722, -1.206373], [-2.625127, 1.052124, 1.863513], [-2.911956, -0.477013, 0.745913], [-0.537202, 2.059066, 1.466106], [0.351552, 1.678884, -0.024825], [-1.269948, 2.646586, -0.036307], [-0.051509, -0.011714, -1.402616], [-1.697264, -0.691961, -1.338735], [-0.827801, -2.497209, 0.394819], [1.688298, -2.380708, 0.638406], [2.633463, -0.105942, 0.577840], [2.921058, -1.192238, -0.944117], [2.618282, 0.868762, -1.460572]],
  "forces_ev_per_a": [[-2.118, 2.247, 2.798], [0.775, -0.516, -0.331], [0.603, 0.242, -0.427], [0.082, 0.600, -1.537], [0.056, -1.795, 0.541], [0.107, -2.197, 0.214], [1.437, 1.360, 2.201], [2.321, 2.209, -1.415], [0.796, -1.475, -2.030], [-0.590, -1.416, 0.037], [0.069, 0.167, 0.431], [-0.257, 0.831, -0.086], [0.798, -0.204, -0.107], [-1.358, -0.062, 0.949], [0.005, -0.288, 0.183], [1.299, 2.263, -0.593], [-1.042, 0.730, -0.173], [-0.379, -1.447, -1.657], [-0.051, -0.311, 0.654], [-2.552, -0.936, 0.349]],
  "mulliken_charge": [-0.107, 0.225, -0.741, -1.151, 0.047, -0.400, -0.356, -0.597, 0.256, 0.310, 0.393, 0.226, 0.322, 0.475, 0.427, 0.285, 0.343, 0.269, 0.418, 0.356]
}


# 6
{
  "formula": "C6H12NO",
  "method": "wB97M-V/def2-TZVPD",
  "e_above_lowest_kj_mol": 246.5,
  "multiplicity": 1,
  "smiles": "[NH3+]C1(C2(O)CC2)CC1",
  "charge": 1,
  "e_tot_ha": -365.455476,
  "orbital_gap_ev": 10.68,
  "species": ["N", "C", "C", "O", "C", "C", "C", "C", "H", "H", "H", "H", "H", "H", "H", "H", "H", "H", "H", "H"],
  "positions_angstrom": [[-0.937791, -1.617515, -0.551811], [-0.657209, -0.190773, -0.056562], [0.959817, -0.290184, 0.117883], [1.203461, -1.520469, 0.633491], [1.870765, 0.417722, -0.901658], [1.711120, 0.971148, 0.500188], [-1.503939, 0.406113, 1.082276], [-1.471945, 0.948916, -0.376373], [-1.878686, -2.014845, -0.408876], [-0.298290, -1.960465, 0.272691], [-0.528535, -2.000859, -1.390657], [2.124734, -1.758559, 0.384732], [1.329077, 0.842215, -1.687193], [2.842644, 0.093800, -1.144273], [2.436641, 0.908363, 1.216303], [1.054041, 1.874021, 0.737325], [-0.921368, 1.110771, 1.721818], [-2.452121, -0.014510, 1.460826], [-2.420948, 0.780172, -0.833323], [-1.145006, 1.972387, -0.376175]],
  "forces_ev_per_a": [[-0.361, -0.225, 3.382], [2.732, -1.080, 0.544], [-1.390, 3.521, -1.273], [1.981, -1.349, 0.699], [-1.150, -0.324, 2.001], [-4.057, 1.036, -0.977], [0.689, 0.362, -0.908], [-1.297, 0.794, 1.243], [0.317, 0.602, -0.175], [-0.929, -0.965, -1.642], [0.225, 0.590, -0.651], [-0.884, -0.269, 0.444], [-0.498, 0.943, -1.100], [0.908, -0.804, -0.263], [2.170, -0.497, 1.383], [0.972, -1.128, -0.776], [-0.607, -1.236, -0.144], [0.854, 0.090, -0.273], [-0.247, -0.094, -0.791], [0.572, 0.035, -0.725]],
  "mulliken_charge": [-0.249, 0.305, 0.520, -0.602, -0.742, -0.569, -0.702, -0.773, 0.364, 0.529, 0.291, 0.409, 0.239, 0.308, 0.303, 0.202, 0.254, 0.309, 0.316, 0.288]
}